{"formula": "ClH4NSi", "method": "ωB97M-V with the def2-TZVPD basis set", "elements": ["N", "Si", "H", "H", "H", "Cl", "H"], "coordinates": [[-0.033, 0.358, -0.320], [-1.308, -0.497, 0.191], [0.065, 1.339, -0.129], [-2.634, 0.160, 0.519], [-0.815, -1.844, 0.025], [2.998, 0.153, 0.121], [1.725, 0.331, -0.408]], "de_lowest_ev": 3.4032, "smiles": "N=[SiH2].Cl", "gap_ev": 9.384, "lumo_energy_ev": -0.652}

=====

{"formula": "C30H37MnNO3P", "method": "ωB97M-V with the def2-TZVPD basis set", "elements": ["Mn", "C", "C", "C", "C", "C", "C", "C", "C", "C", "H", "H", "H", "H", "H", "H", "H", "H", "H", "H", "H", "H", "C", "C", "C", "C", "C", "C", "C", "C", "C", "C", "C", "C", "C", "C", "C", "N", "H", "H", "H", "H", "H", "H", "H", "H", "H", "H", "C", "C", "O", "P", "O", "C", "C", "O", "C", "C", "H", "H", "H", "H", "H", "H", "H", "H", "H", "H", "H", "H", "H", "H", "H"], "coordinates": [[-0.298, 0.409, 0.602], [2.222, 1.409, 2.874], [0.801, 0.922, 2.893], [-0.263, 1.829, 2.929], [-1.582, 1.407, 3.101], [-2.716, 2.388, 3.140], [-1.830, 0.042, 3.214], [-0.805, -0.900, 3.157], [-1.117, -2.355, 3.355], [0.507, -0.449, 2.965], [2.550, 1.599, 3.897], [2.321, 2.340, 2.315], [2.892, 0.674, 2.432], [-0.057, 2.887, 2.808], [-3.277, 2.283, 4.069], [-3.400, 2.210, 2.308], [-2.361, 3.414, 3.067], [-2.852, -0.299, 3.349], [-1.501, -2.515, 4.363], [-0.236, -2.980, 3.226], [-1.880, -2.696, 2.653], [1.324, -1.163, 2.949], [-3.089, 3.508, -0.868], [-4.043, 2.701, -1.472], [-3.899, 1.325, -1.438], [-2.794, 0.755, -0.801], [-1.812, 1.547, -0.176], [-1.998, 2.931, -0.234], [-2.613, -0.729, -0.782], [-3.563, -1.613, -1.367], [-3.340, -2.951, -1.357], [-2.155, -3.473, -0.781], [-1.854, -4.853, -0.769], [-0.686, -5.300, -0.217], [0.221, -4.377, 0.342], [-0.053, -3.037, 0.347], [-1.256, -2.555, -0.213], [-1.518, -1.206, -0.207], [-3.202, 4.585, -0.896], [-4.896, 3.143, -1.970], [-4.656, 0.724, -1.920], [-1.275, 3.591, 0.239], [-4.461, -1.221, -1.815], [-4.061, -3.632, -1.794], [-2.560, -5.548, -1.207], [-0.454, -6.356, -0.209], [1.150, -4.733, 0.769], [0.660, -2.340, 0.765], [5.592, 1.207, -0.486], [4.730, 0.073, -0.978], [3.531, 0.595, -1.613], [2.182, 0.664, -0.742], [1.302, -0.631, -1.137], [0.950, -0.985, -2.516], [1.685, -2.239, -2.912], [1.357, 1.747, -1.601], [1.798, 3.116, -1.741], [2.250, 3.360, -3.158], [6.515, 0.815, -0.057], [5.080, 1.780, 0.289], [5.854, 1.879, -1.303], [4.445, -0.600, -0.164], [5.227, -0.521, -1.742], [1.184, -0.136, -3.156], [-0.130, -1.122, -2.514], [2.763, -2.081, -2.897], [1.399, -2.528, -3.924], [1.436, -3.059, -2.239], [2.596, 3.316, -1.020], [0.937, 3.730, -1.476], [3.099, 2.725, -3.408], [2.548, 4.401, -3.287], [1.436, 3.152, -3.852]], "s2": 8.760, "total_charge": 1, "multiplicity": 6, "gap_ev": [7.758, 8.108], "lumo_energy_ev": [-2.794, -2.896]}

=====

Q: Number 1 is which compound?
A: ClH4NSi

=====

What did the first record say?
{"formula": "ClH4NSi", "method": "ωB97M-V with the def2-TZVPD basis set", "elements": ["N", "Si", "H", "H", "H", "Cl", "H"], "coordinates": [[-0.033, 0.358, -0.320], [-1.308, -0.497, 0.191], [0.065, 1.339, -0.129], [-2.634, 0.160, 0.519], [-0.815, -1.844, 0.025], [2.998, 0.153, 0.121], [1.725, 0.331, -0.408]], "de_lowest_ev": 3.4032, "smiles": "N=[SiH2].Cl", "gap_ev": 9.384, "lumo_energy_ev": -0.652}